1.
The following is a DFT calculation (ωB97M-V with the def2-TZVPD basis set) of an isolated ion of composition C9H10BrCl2N2O and charge +1.

Summary:
Charge: +1
Frontier orbital gap (eV): 8.90
Calculated total energy (a.u.): -4027.8197
Spin multiplicity: 1
Lowest unoccupied orbital energy (eV): -5.1
SMILES: C[C@H](Cl)[C@@H](Cl)c1cccn[n+]1CC(=O)Br

Each line ends with the Löwdin charge.
Positions of all 25 atoms, in Å:
Br (-1.619, -3.604, 0.278)  0.82
Cl (1.226, -0.024, 1.902)  0.73
Cl (0.629, -1.522, -1.908)  0.76
O (-1.384, -1.338, 1.794)  0.03
N (-1.361, 0.490, -0.334)  -0.01
N (-2.294, 1.388, 0.013)  0.16
C (0.310, 2.134, -0.309)  0.02
C (2.346, -2.010, 0.442)  -0.14
C (-0.069, 0.793, -0.504)  -0.20
C (-1.615, -1.743, 0.710)  -0.85
C (1.070, -0.150, -0.875)  -0.58
C (-1.944, 2.627, 0.202)  -0.04
C (-0.615, 3.065, 0.054)  0.04
C (1.966, -0.540, 0.358)  -0.68
C (-1.980, -0.843, -0.457)  -0.14
H (-2.745, 3.303, 0.476)  0.14
H (-0.359, 4.103, 0.217)  0.14
H (-1.806, -1.281, -1.431)  0.07
H (1.700, 0.456, -1.531)  0.11
H (-3.052, -0.658, -0.348)  0.15
H (2.868, -2.316, -0.466)  0.08
H (3.025, -2.135, 1.286)  0.09
H (2.877, 0.053, 0.268)  0.11
H (1.475, -2.644, 0.609)  0.06
H (1.352, 2.396, -0.446)  0.15

=====

2.
The following is a DFT calculation (ωB97M-V with the def2-TZVPD basis set) of C9H10BrN2O3Ti as an isolated structure in a non-equilibrium geometry.

Summary:
Charge: -2
Frontier orbital gap (spin up / spin down) (eV): 3.77 / 6.30
Calculated total energy (a.u.): -4107.6901
Spin multiplicity: 4
Lowest unoccupied orbital energy (spin up / spin down) (eV): 5.4 / 5.3

Each line ends with the Löwdin charge.
Positions of all 26 atoms, in Å:
Br (-3.020, -0.385, 0.915)  -0.39
Ti (-0.793, -0.105, -0.929)  0.62
O (1.064, -2.001, -0.757)  -0.21
O (1.044, -3.466, -2.444)  -0.13
O (-0.580, -1.904, -2.244)  -0.25
N (-1.522, 1.702, -3.253)  -0.04
N (1.152, -1.439, 1.905)  0.02
C (-1.891, 2.608, -1.236)  -0.18
C (0.466, -2.541, -1.793)  -0.92
C (-2.504, 2.119, -2.369)  -0.18
C (0.346, -1.045, 2.926)  -0.16
C (2.509, -0.833, 3.563)  -0.15
C (1.140, -0.681, 3.988)  -0.15
C (-0.490, 2.331, -1.333)  -0.26
C (2.456, -1.291, 2.270)  -0.16
C (-0.302, 1.794, -2.615)  -0.26
H (3.410, -0.656, 4.130)  0.06
H (0.575, 1.477, -3.158)  0.09
H (-1.710, 1.211, -4.101)  0.13
H (3.227, -1.563, 1.567)  0.10
H (0.299, 2.611, -0.656)  0.07
H (0.925, -0.268, 4.962)  0.06
H (0.935, -1.588, 0.901)  0.07
H (-2.472, 2.915, -0.382)  0.08
H (-3.538, 2.072, -2.670)  0.09
H (-0.725, -1.072, 2.811)  0.05

=====

3.
The following is a DFT calculation (ωB97M-V with the def2-TZVPD basis set) of a 2-piece molecular cluster, C9H10ClNO overall in a non-equilibrium geometry.

Summary:
Relative energy (zero: lowest compared OMol25 entry of this formula, charge and spin) (kcal per mole): 101.29
Frontier orbital gap (spin up / spin down) (eV): 7.87 / 7.87
Calculated total energy (a.u.): -938.9844
Spin multiplicity: 1
Lowest unoccupied orbital energy (spin up / spin down) (eV): -0.2 / -0.2

Each line ends with the Löwdin charge.
Positions of all 22 atoms, in Å:
Cl (2.804, 1.534, 1.093)  0.62
O (0.031, -0.103, 1.749)  0.03
N (2.810, 3.959, -0.016)  0.06
C (2.101, 2.949, 0.313)  -0.84
C (0.635, 2.963, 0.145)  -0.14
C (-0.445, -1.212, -0.272)  -0.24
C (-0.331, -2.417, -2.395)  -0.09
C (-2.319, -2.595, -0.973)  -0.03
C (0.197, -1.442, -1.545)  -0.02
C (-1.569, -2.968, -2.134)  -0.07
C (0.103, -0.120, 0.471)  -0.15
C (-1.693, -1.822, 0.071)  -0.02
H (1.154, -1.030, -1.823)  0.11
H (0.329, 3.918, -0.373)  0.10
H (0.431, 2.108, -0.541)  0.06
H (0.221, -2.662, -3.337)  0.12
H (-2.267, -1.300, 0.814)  0.10
H (-3.306, -2.793, -0.667)  0.08
H (-0.302, -0.950, 2.191)  0.14
H (-0.029, 2.691, 0.954)  0.06
H (3.834, 3.803, -0.113)  0.06
H (-1.808, -3.623, -2.862)  0.06

=====

4.
The following is a DFT calculation (ωB97M-V with the def2-TZVPD basis set) of one molecule with the formula C9H10ClNOS in a non-equilibrium geometry.

Summary:
Relative energy (zero: lowest compared OMol25 entry of this formula, charge and spin) (kcal per mole): 48.76
Frontier orbital gap (spin up / spin down) (eV): 8.41 / 8.41
Calculated total energy (a.u.): -1337.1567
Spin multiplicity: 1
Lowest unoccupied orbital energy (spin up / spin down) (eV): 0.1 / 0.1

Each line ends with the Löwdin charge.
Positions of all 23 atoms, in Å:
Cl (-4.248, 1.162, -0.297)  0.54
S (-2.596, -0.902, 0.878)  0.83
O (-3.849, -1.561, 0.406)  -0.60
N (-0.566, -0.217, -0.848)  -0.25
C (3.059, -0.692, -0.078)  -0.09
C (0.722, 0.022, -0.218)  -0.18
C (2.203, 1.069, 1.386)  -0.03
C (1.800, -0.803, -0.628)  -0.02
C (3.236, 0.216, 0.921)  -0.08
C (-1.290, 0.825, -1.413)  0.05
C (-1.264, -1.388, -0.496)  -0.23
C (0.936, 0.959, 0.821)  0.00
C (-2.679, 0.787, 0.408)  -0.79
H (-1.760, 0.790, -2.342)  0.08
H (-2.575, 1.367, 1.296)  0.00
H (-2.005, -1.601, -1.316)  0.12
H (-0.699, 1.699, -1.368)  0.08
H (4.153, 0.055, 1.336)  0.07
H (2.331, 1.762, 2.127)  0.08
H (0.225, 1.506, 1.264)  0.07
H (-0.554, -2.190, -0.215)  0.11
H (3.889, -1.386, -0.215)  0.12
H (1.531, -1.477, -1.408)  0.11

=====

5.
The following is a DFT calculation (ωB97M-V with the def2-TZVPD basis set) of an isolated ion of composition C9H10F2N and charge +1 in a non-equilibrium geometry.

Summary:
Charge: +1
Relative energy (zero: lowest compared OMol25 entry of this formula, charge and spin) (kcal per mole): 0.00
Frontier orbital gap (eV): 9.06
Calculated total energy (a.u.): -603.1302
Spin multiplicity: 1
Lowest unoccupied orbital energy (eV): -3.5
SMILES: [NH3+][C@H]1C[C@]1(F)c1ccccc1F

Each line ends with the Löwdin charge.
Positions of all 22 atoms, in Å:
F (0.647, -0.982, 1.638)  0.07
F (1.324, -0.886, -1.539)  0.06
N (-1.009, -2.706, 0.391)  0.25
C (-0.193, -0.358, 0.776)  -0.29
C (-1.635, -0.325, 1.132)  0.02
C (-1.144, -1.270, 0.061)  -0.19
C (2.085, 1.314, -2.029)  0.01
C (0.606, 2.231, 0.174)  -0.04
C (1.361, 0.437, -1.246)  -0.24
C (2.062, 2.660, -1.701)  -0.05
C (1.324, 3.118, -0.619)  -0.06
C (0.644, 0.901, -0.163)  -0.01
H (-0.511, -3.191, -0.369)  0.19
H (-1.916, -0.732, 2.094)  0.13
H (0.042, 2.576, 1.024)  0.12
H (-1.920, -3.159, 0.548)  0.19
H (1.312, 4.170, -0.385)  0.11
H (2.649, 0.941, -2.869)  0.13
H (2.628, 3.357, -2.299)  0.12
H (-2.233, 0.516, 0.820)  0.13
H (-0.429, -2.787, 1.246)  0.18
H (-1.407, -1.088, -0.971)  0.16

=====

6.
The following is a DFT calculation (ωB97M-V with the def2-TZVPD basis set) of C9H10F3NTl as an isolated structure in a non-equilibrium geometry.

Summary:
Charge: -1
Frontier orbital gap (eV): 6.07
Calculated total energy (a.u.): -875.5603
Spin multiplicity: 1
Lowest unoccupied orbital energy (eV): 2.8

Each line ends with the Löwdin charge.
Positions of all 24 atoms, in Å:
Tl (0.432, 0.038, 0.496)  0.99
F (-1.145, 1.778, 2.458)  0.02
F (-0.823, 2.791, 0.536)  -0.01
F (0.830, 2.629, 1.986)  0.00
N (0.997, -1.721, 1.480)  -0.31
C (1.965, 0.841, -1.679)  -0.04
C (2.810, -1.524, -1.051)  0.00
C (-2.361, -0.147, -0.535)  -0.23
C (-1.057, -2.013, -0.934)  -0.24
C (-0.228, 1.931, 1.443)  -0.61
C (-1.687, 0.041, -1.777)  -0.22
C (-0.883, -1.109, -2.021)  -0.24
C (2.161, -0.358, -1.098)  -0.35
C (-1.976, -1.422, -0.015)  -0.23
H (1.398, -1.438, 2.400)  -0.18
H (-1.814, 0.888, -2.456)  0.07
H (-3.105, 0.523, -0.102)  0.08
H (3.675, -1.723, -1.701)  0.07
H (-0.616, -3.007, -0.855)  0.08
H (-0.279, -1.293, -2.910)  0.08
H (-2.380, -1.900, 0.878)  0.08
H (1.357, 0.957, -2.585)  0.08
H (2.518, -2.310, -0.339)  0.04
H (2.397, 1.752, -1.247)  0.07

=====

7.
The following is a DFT calculation (ωB97M-V with the def2-TZVPD basis set) of an isolated ion of composition C9H10F4N and charge +1 in a non-equilibrium geometry.

Summary:
Charge: +1
Relative energy (zero: lowest compared OMol25 entry of this formula, charge and spin) (kcal per mole): 139.47
Frontier orbital gap (spin up / spin down) (eV): 8.28 / 7.34
Calculated total energy (a.u.): -802.5919
Spin multiplicity: 1
Lowest unoccupied orbital energy (spin up / spin down) (eV): -4.4 / -5.5

Each line ends with the Löwdin charge.
Positions of all 24 atoms, in Å:
F (4.295, -1.140, -0.724)  0.07
F (1.834, -2.897, 0.135)  0.14
F (2.497, 2.864, 0.016)  0.13
F (0.044, 2.632, 0.174)  0.13
N (-1.291, -0.224, -0.044)  -0.34
C (-1.339, -1.573, 0.442)  -0.01
C (3.080, 0.688, 0.017)  0.07
C (0.651, 1.463, 0.031)  -0.19
C (-1.841, -0.094, -1.380)  0.00
C (-0.012, 0.339, 0.052)  0.10
C (2.112, 1.606, 0.013)  -0.22
C (-2.162, 0.693, 1.021)  0.11
C (3.140, -0.763, -0.084)  -0.24
C (2.209, -1.650, 0.145)  0.06
H (-1.957, 1.735, 0.980)  0.09
H (-2.910, -0.441, -1.382)  0.14
H (-1.755, 0.985, -1.770)  0.15
H (-2.247, -2.098, 0.087)  0.13
H (-3.218, 0.745, 0.821)  0.10
H (-2.106, 0.247, 2.009)  0.11
H (3.983, 1.198, 0.053)  0.13
H (-1.267, -1.550, 1.529)  0.12
H (-1.241, -0.664, -2.075)  0.11
H (-0.500, -2.098, -0.064)  0.11

=====

8.
The following is a DFT calculation (ωB97M-V with the def2-TZVPD basis set) of an isolated ion of composition C9H10FN2 and charge +1 in a non-equilibrium geometry.

Summary:
Charge: +1
Relative energy (zero: lowest compared OMol25 entry of this formula, charge and spin) (kcal per mole): 0.00
Frontier orbital gap (eV): 9.39
Calculated total energy (a.u.): -558.0608
Spin multiplicity: 1
Lowest unoccupied orbital energy (eV): -3.4
SMILES: Cc1ccn2c(C)c[nH+]c2c1F

Each line ends with the Löwdin charge.
Positions of all 22 atoms, in Å:
F (-0.990, 1.935, -2.013)  0.12
N (-0.891, -1.028, -1.744)  0.17
N (0.060, -0.766, 0.224)  0.07
C (0.401, 3.606, -0.121)  0.00
C (0.581, 0.039, 1.260)  0.02
C (0.059, -3.167, 1.043)  0.00
C (-0.123, -2.104, 0.054)  -0.20
C (0.179, 2.088, 0.049)  -0.22
C (0.755, 1.367, 1.112)  -0.01
C (-0.423, 1.421, -0.931)  -0.13
C (-0.710, -2.247, -1.220)  0.04
C (-0.388, -0.122, -0.885)  -0.06
H (-0.849, -3.125, -1.672)  0.11
H (1.249, 2.024, 1.835)  0.14
H (0.145, 3.857, -1.216)  0.11
H (1.452, 3.749, 0.148)  0.08
H (-1.180, -1.014, -2.686)  0.18
H (-0.300, 4.201, 0.623)  0.14
H (0.866, -3.870, 0.804)  0.11
H (0.922, -0.342, 2.238)  0.15
H (0.014, -2.710, 2.046)  0.10
H (-0.830, -3.791, 1.054)  0.09